# C17H48Cl4O8

A cluster of 9 separate species, C17H48Cl4O8 in total at a distorted geometry (ωB97M-V/def2-TZVPD, OMol25).

Summary:
F_max, eV/A: 2.62
SMILES: ClC(Cl)(Cl)Cl.CCO.CCO.CCO.CCO.CCO.CCO.CCO.CCO
Energy relative to the best compared isomer or geometry (same formula, charge and spin), kcal/mol: 27.62
HOMO, eV: -9.417
HOMO-LUMO gap, eV: 9.5

Each line ends with the Mulliken charge.
Element x y z (Å)
C (-4.33, -0.01, 3.91)  -0.846
C (-5.31, 0.63, 3.00)  -0.296
O (-4.60, 1.48, 2.02)  -0.486
H (-4.83, -0.50, 4.75)  0.365
H (-3.74, 0.86, 4.35)  0.276
H (-3.55, -0.67, 3.53)  0.109
H (-5.87, 1.29, 3.62)  0.333
H (-5.96, -0.04, 2.50)  0.265
H (-3.81, 0.95, 1.74)  0.288
C (-0.25, -2.61, -2.62)  -0.911
C (0.93, -1.69, -2.81)  -0.030
O (1.97, -1.92, -1.86)  -0.680
H (-0.64, -2.49, -1.64)  -0.027
H (0.01, -3.63, -2.82)  0.333
H (-0.95, -2.30, -3.34)  0.496
H (0.66, -0.66, -2.62)  0.048
H (1.40, -1.77, -3.77)  0.439
H (1.55, -1.98, -0.96)  0.446
C (-2.53, 3.93, -2.34)  -1.096
C (-3.40, 3.45, -1.16)  0.019
O (-3.83, 2.12, -1.47)  -0.617
H (-2.87, 3.72, -3.37)  0.351
H (-1.56, 3.49, -2.37)  0.094
H (-2.34, 5.00, -2.42)  0.396
H (-4.22, 4.15, -1.11)  0.438
H (-2.96, 3.46, -0.18)  0.155
H (-4.49, 1.93, -0.81)  0.281
C (1.63, -4.22, 2.26)  -1.099
C (1.37, -3.76, 0.78)  -0.316
O (1.08, -2.36, 0.67)  -0.441
H (0.73, -4.06, 2.81)  0.278
H (2.46, -3.63, 2.76)  0.207
H (1.80, -5.28, 2.34)  0.414
H (0.45, -4.30, 0.56)  0.216
H (2.10, -4.06, 0.00)  0.436
H (0.22, -2.18, 1.06)  0.211
C (5.94, 0.75, -1.33)  -1.061
C (4.84, -0.16, -0.95)  0.340
O (3.92, -0.11, -2.03)  -0.624
H (6.76, 0.83, -0.58)  0.332
H (5.47, 1.70, -1.49)  0.179
H (6.32, 0.38, -2.31)  0.269
H (4.39, 0.06, 0.07)  -0.104
H (5.18, -1.20, -0.91)  0.286
H (3.17, -0.73, -1.90)  0.393
C (2.47, 3.45, -1.99)  -0.698
C (2.20, 2.87, -3.40)  -0.255
O (2.18, 1.44, -3.35)  -0.419
H (2.49, 4.53, -2.05)  0.448
H (3.54, 3.22, -1.76)  0.239
H (1.71, 3.14, -1.25)  -0.099
H (3.01, 3.25, -4.12)  0.251
H (1.28, 3.23, -3.87)  0.338
H (2.93, 1.19, -2.73)  0.386
C (-3.13, -4.03, 1.31)  -1.573
C (-2.71, -2.58, 1.50)  0.083
O (-1.63, -2.34, 0.64)  -0.331
H (-3.32, -4.21, 0.29)  0.343
H (-4.04, -4.07, 1.87)  0.448
H (-2.36, -4.71, 1.67)  0.291
H (-2.49, -2.40, 2.57)  0.225
H (-3.58, -2.00, 1.22)  0.166
H (-1.66, -1.37, 0.53)  0.304
C (-0.56, 2.23, 0.86)  -1.271
C (-0.76, 1.02, -0.07)  0.480
O (-2.03, 0.34, 0.22)  -0.420
H (-1.15, 3.08, 0.61)  0.166
H (0.42, 2.52, 0.72)  0.294
H (-0.68, 1.92, 1.89)  0.330
H (0.01, 0.28, 0.00)  -0.178
H (-0.65, 1.22, -1.16)  0.250
H (-2.65, 0.59, -0.51)  0.225
C (3.73, 0.86, 3.30)  0.236
Cl (2.46, -0.38, 3.05)  -0.015
Cl (5.40, 0.28, 2.85)  -0.113
Cl (3.31, 2.35, 2.57)  -0.064
Cl (3.92, 1.20, 5.07)  -0.126


# C17H48IN7O2P3

A cluster of 3 separate species, C17H48IN7O2P3 in total at a distorted geometry (ωB97M-V/def2-TZVPD, OMol25).

Summary:
F_max, eV/A: 4.49
Total charge: -1
Energy relative to the best compared isomer or geometry (same formula, charge and spin), kcal/mol: 0.00
HOMO, eV: -2.112
HOMO-LUMO gap, eV: 4.3

Each line ends with the Mulliken charge.
Element x y z (Å)
C (2.10, -2.39, -1.11)  -1.423
P (1.60, -1.02, -2.32)  0.337
C (1.25, 0.46, -1.22)  -1.202
N (0.32, -1.42, -3.29)  -0.788
C (-1.01, -1.29, -2.75)  -0.399
C (-1.38, -2.32, -1.65)  -0.723
C (-1.49, -1.71, -0.25)  -0.627
I (-3.42, -0.84, 0.12)  -0.113
H (2.04, -2.11, -0.05)  0.285
H (1.54, -3.32, -1.26)  0.424
H (3.15, -2.61, -1.31)  0.466
H (0.24, 0.85, -1.29)  0.353
H (1.99, 1.22, -1.48)  0.293
H (1.45, 0.21, -0.17)  0.256
H (-1.71, -1.47, -3.58)  0.280
H (-1.26, -0.27, -2.37)  0.218
H (-2.36, -2.76, -1.88)  0.395
H (-0.62, -3.10, -1.64)  0.346
H (-1.35, -2.48, 0.51)  0.447
H (-0.76, -0.93, -0.08)  0.192
O (-4.55, 0.00, 5.77)  -0.825
P (-5.80, 0.45, 5.13)  0.485
N (-6.94, 0.51, 6.40)  0.094
C (-8.38, 0.45, 6.26)  -0.778
C (-6.50, 1.22, 7.60)  -1.033
N (-6.16, -0.80, 4.04)  0.385
C (-7.49, -1.33, 3.82)  -1.173
C (-5.15, -1.83, 3.87)  -1.070
N (-6.45, 1.66, 4.12)  0.110
C (-5.79, 1.76, 2.80)  -1.023
C (-6.41, 3.01, 4.73)  -1.017
H (-8.82, 1.33, 5.77)  0.281
H (-8.83, 0.37, 7.25)  0.389
H (-8.69, -0.44, 5.72)  0.200
H (-6.52, 2.31, 7.49)  0.291
H (-5.48, 0.93, 7.85)  0.287
H (-7.14, 0.96, 8.44)  0.402
H (-7.80, -2.01, 4.62)  0.292
H (-7.51, -1.89, 2.88)  0.373
H (-8.22, -0.53, 3.71)  0.362
H (-5.16, -2.57, 4.68)  0.280
H (-4.16, -1.40, 3.82)  0.348
H (-5.32, -2.35, 2.92)  0.332
H (-4.72, 1.99, 2.88)  0.350
H (-6.27, 2.55, 2.22)  0.422
H (-5.91, 0.83, 2.24)  0.246
H (-5.40, 3.30, 5.04)  0.353
H (-7.07, 3.07, 5.59)  0.246
H (-6.76, 3.74, 4.00)  0.390
O (5.11, -0.17, -2.34)  -0.602
P (5.96, 0.32, -3.44)  0.482
N (6.19, -1.03, -4.44)  0.098
C (7.28, -1.23, -5.37)  -0.802
C (4.96, -1.74, -4.79)  -0.846
N (7.42, 0.74, -2.64)  0.318
C (8.74, 0.47, -3.16)  -1.202
C (7.41, 0.67, -1.19)  -1.036
N (6.10, 1.57, -4.59)  0.021
C (6.13, 2.92, -4.01)  -1.057
C (5.01, 1.54, -5.59)  -1.004
H (7.26, -0.55, -6.24)  0.272
H (7.22, -2.25, -5.76)  0.381
H (8.25, -1.15, -4.90)  0.223
H (4.37, -1.22, -5.56)  0.260
H (4.32, -1.86, -3.92)  0.039
H (5.20, -2.73, -5.17)  0.447
H (9.04, -0.58, -3.03)  0.297
H (9.48, 1.09, -2.64)  0.357
H (8.81, 0.74, -4.22)  0.366
H (7.52, -0.35, -0.82)  0.309
H (6.48, 1.07, -0.79)  0.296
H (8.23, 1.28, -0.79)  0.335
H (5.22, 3.15, -3.43)  0.323
H (6.21, 3.65, -4.81)  0.414
H (6.99, 3.05, -3.35)  0.298
H (4.01, 1.57, -5.13)  0.361
H (5.08, 0.66, -6.21)  0.234
H (5.10, 2.41, -6.25)  0.403


# C17H48N4O5

A cluster of 5 separate species, C17H48N4O5 in total at a distorted geometry (ωB97M-V/def2-TZVPD, OMol25).

Summary:
F_max, eV/A: 1.38
SMILES: COC[C@H](C)N.COC[C@H](C)N.COC[C@H](C)N.COC[C@H](C)N.CO
Energy relative to the best compared isomer or geometry (same formula, charge and spin), kcal/mol: 8.69
HOMO, eV: -9.095
HOMO-LUMO gap, eV: 9.7

Each line ends with the Mulliken charge.
Element x y z (Å)
C (-16.63, 1.25, 1.34)  -1.418
C (-18.13, 1.47, 1.34)  0.210
C (-18.81, 0.60, 2.41)  -0.052
O (-18.66, -0.78, 2.24)  -0.240
C (-19.26, -1.37, 1.11)  -0.763
N (-18.45, 2.89, 1.62)  -0.619
H (-16.18, 1.72, 2.22)  0.206
H (-16.13, 1.70, 0.48)  0.436
H (-16.39, 0.19, 1.35)  0.356
H (-18.57, 1.20, 0.38)  0.385
H (-19.86, 0.92, 2.49)  0.356
H (-18.33, 0.87, 3.35)  -0.336
H (-19.17, -0.79, 0.19)  0.323
H (-20.33, -1.54, 1.28)  0.282
H (-18.75, -2.31, 0.94)  0.248
H (-17.84, 3.45, 1.02)  0.258
H (-19.38, 3.09, 1.28)  0.213
C (-15.01, -3.11, 7.28)  -1.442
C (-16.49, -2.76, 7.50)  0.368
C (-16.96, -1.71, 6.52)  -0.340
O (-16.10, -0.59, 6.54)  -0.418
C (-16.33, 0.29, 5.46)  -0.298
N (-17.41, -3.90, 7.36)  -0.703
H (-14.85, -3.55, 6.29)  0.295
H (-14.66, -3.80, 8.05)  0.416
H (-14.42, -2.20, 7.36)  0.337
H (-16.57, -2.40, 8.53)  0.344
H (-17.91, -1.30, 6.91)  -0.043
H (-17.08, -2.11, 5.51)  0.363
H (-16.00, 1.28, 5.78)  0.205
H (-17.38, 0.28, 5.16)  -0.114
H (-15.71, 0.00, 4.60)  0.443
H (-17.28, -4.52, 8.15)  0.277
H (-17.13, -4.47, 6.56)  0.266
C (-17.22, 3.82, 8.89)  -1.362
C (-18.18, 2.65, 9.03)  0.414
C (-18.90, 2.38, 7.73)  -0.073
O (-19.89, 1.39, 7.95)  -0.407
C (-20.27, 0.65, 6.83)  -0.492
N (-17.40, 1.44, 9.35)  -0.631
H (-16.58, 3.88, 9.77)  0.372
H (-17.74, 4.78, 8.81)  0.381
H (-16.59, 3.68, 8.02)  0.215
H (-18.94, 2.82, 9.80)  0.291
H (-18.17, 2.06, 6.97)  -0.292
H (-19.41, 3.28, 7.36)  0.525
H (-20.59, 1.26, 5.97)  0.314
H (-21.14, 0.06, 7.12)  0.295
H (-19.52, -0.06, 6.47)  0.042
H (-18.01, 0.63, 9.25)  0.229
H (-17.14, 1.42, 10.33)  0.241
C (-18.98, 8.23, 3.24)  -1.260
C (-19.64, 7.54, 2.05)  0.412
C (-18.65, 7.35, 0.94)  -0.628
O (-18.34, 8.62, 0.40)  -0.341
C (-17.56, 8.55, -0.77)  -0.702
N (-20.25, 6.25, 2.39)  -0.749
H (-18.19, 7.58, 3.63)  0.199
H (-19.72, 8.42, 4.02)  0.368
H (-18.52, 9.18, 2.96)  0.364
H (-20.42, 8.21, 1.66)  0.365
H (-19.03, 6.66, 0.18)  0.483
H (-17.73, 6.91, 1.36)  0.216
H (-16.49, 8.46, -0.54)  0.266
H (-17.72, 9.47, -1.34)  0.251
H (-17.86, 7.70, -1.41)  0.295
H (-19.53, 5.65, 2.78)  0.262
H (-20.90, 6.41, 3.16)  0.288
C (-17.10, 4.32, 4.66)  -0.724
O (-17.66, 4.89, 3.50)  -0.459
H (-16.84, 5.08, 5.39)  0.365
H (-17.78, 3.60, 5.15)  0.248
H (-16.20, 3.73, 4.42)  0.268
H (-17.92, 4.20, 2.86)  0.351


Among the records above, which one has the lowest energy relative to the best compared isomer or geometry (same formula, charge and spin)? C17H48IN7O2P3